{
  "formula": "C52H86O26",
  "method": "wB97M-V/def2-TZVPD",
  "elements": ["O", "C", "O", "C", "C", "C", "H", "H", "H", "H", "H", "H", "H", "H", "O", "C", "O", "C", "C", "C", "H", "H", "H", "H", "H", "H", "H", "H", "O", "C", "O", "C", "C", "C", "H", "H", "H", "H", "H", "H", "H", "H", "O", "C", "O", "C", "C", "C", "H", "H", "H", "H", "H", "H", "H", "H", "O", "C", "O", "C", "C", "C", "H", "H", "H", "H", "H", "H", "O", "C", "O", "C", "C", "C", "H", "H", "H", "H", "H", "H", "O", "C", "O", "C", "C", "C", "H", "H", "H", "H", "H", "H", "O", "C", "O", "C", "C", "C", "H", "H", "H", "H", "H", "H", "O", "C", "O", "C", "C", "C", "H", "H", "H", "H", "H", "H", "O", "C", "O", "C", "C", "C", "H", "H", "H", "H", "H", "H", "O", "C", "O", "C", "C", "C", "H", "H", "H", "H", "H", "H", "O", "C", "O", "C", "C", "C", "H", "H", "H", "H", "H", "H", "O", "C", "O", "C", "C", "C", "H", "H", "H", "H", "H", "H"],
  "coordinates": [[-0.8295, -0.5820, -4.6491], [-0.7691, -1.6275, -5.2526], [-1.1348, -2.8041, -4.7657], [-1.6815, -2.9173, -3.4356], [-1.8087, -4.3940, -3.1523], [-0.2840, -1.7238, -6.6611], [-2.6549, -2.4104, -3.4588], [-1.1718, -2.3807, -2.6337], [-2.1785, -4.9562, -4.0052], [-2.4460, -4.5683, -2.2890], [-0.8165, -4.7918, -2.9278], [0.1145, -0.7706, -6.9841], [-1.0401, -2.1143, -7.3394], [0.5063, -2.4806, -6.6850], [1.1285, -2.5402, 1.0887], [-0.0111, -2.1808, 1.1044], [-0.4796, -1.0094, 0.6776], [0.4314, 0.0502, 0.3784], [-0.3920, 1.1309, -0.2650], [-1.1784, -3.0084, 1.5505], [1.2183, -0.3263, -0.2757], [0.8654, 0.4300, 1.2986], [0.3256, 1.8899, -0.5816], [-1.0257, 1.6038, 0.4877], [-1.0334, 0.7979, -1.0794], [-1.5506, -3.5431, 0.6778], [-1.9517, -2.3304, 1.9033], [-0.9160, -3.7282, 2.3207], [-2.5356, 6.6661, -3.6803], [-1.5023, 6.1192, -3.4043], [-1.2500, 5.4647, -2.2884], [-2.3255, 5.1972, -1.3753], [-1.7399, 4.2930, -0.3172], [-0.3076, 6.2227, -4.3071], [-3.1387, 4.7340, -1.9484], [-2.7489, 6.1015, -0.9335], [-2.4408, 3.6572, 0.2217], [-1.2689, 4.9301, 0.4369], [-0.9557, 3.6314, -0.6777], [0.5266, 5.6198, -3.9473], [0.0659, 7.2419, -4.3908], [-0.6156, 5.9041, -5.3018], [-3.8896, 3.0742, -4.3917], [-2.7781, 3.1998, -4.8541], [-2.4548, 3.9595, -5.9010], [-3.5111, 4.3575, -6.8099], [-3.3612, 5.8345, -7.1147], [-1.5910, 2.6234, -4.1494], [-4.4766, 4.1489, -6.3534], [-3.3662, 3.7469, -7.7030], [-2.4775, 6.0111, -7.7211], [-3.3560, 6.3743, -6.1662], [-4.2539, 6.1961, -7.6281], [-0.6967, 2.7917, -4.7452], [-1.7017, 1.5470, -4.0168], [-1.5409, 3.0349, -3.1444], [4.3135, -4.7479, -1.9875], [4.2391, -3.5695, -2.0243], [4.4256, -2.8894, -3.1892], [4.1618, -1.4818, -3.0197], [3.3309, -1.4013, -1.7414], [3.7795, -2.6165, -0.9302], [3.6325, -1.1688, -3.9126], [5.0862, -0.9094, -2.9009], [2.2690, -1.3957, -1.9718], [3.5347, -0.4745, -1.1945], [2.9752, -3.0802, -0.3644], [4.5383, -2.3531, -0.1960], [2.9327, 5.3579, -2.7256], [2.9753, 4.1756, -2.8316], [2.0503, 3.3793, -2.2757], [2.3641, 1.9847, -2.4481], [3.8121, 1.9385, -2.9491], [4.0716, 3.3504, -3.4753], [1.6426, 1.5721, -3.1617], [2.2270, 1.4118, -1.5368], [4.0592, 1.1990, -3.7064], [4.4412, 1.7458, -2.0753], [3.9667, 3.4378, -4.5579], [5.0128, 3.8028, -3.1755], [-2.8250, -6.7946, 0.3942], [-3.7160, -6.0720, 0.7015], [-3.5502, -5.1339, 1.6580], [-4.7225, -4.3882, 1.9221], [-5.8574, -5.0782, 1.1475], [-5.1238, -5.9631, 0.1470], [-4.5463, -3.3790, 1.5329], [-4.9287, -4.2051, 2.9774], [-6.4578, -4.3347, 0.6297], [-6.4680, -5.6225, 1.8673], [-5.1463, -5.5114, -0.8441], [-5.5579, -6.9507, 0.0032], [2.8234, 2.0546, 0.8080], [3.2461, 3.1433, 0.9736], [4.5709, 3.3701, 0.8580], [4.8365, 4.7593, 1.1140], [3.5304, 5.4549, 0.8046], [2.5015, 4.4281, 1.2839], [5.6197, 5.1726, 0.4774], [5.1928, 4.8924, 2.1387], [3.3680, 5.5640, -0.2713], [3.3754, 6.4377, 1.2455], [1.5376, 4.4068, 0.7834], [2.3388, 4.4490, 2.3658], [4.7493, -3.4901, 4.0492], [3.6757, -3.6595, 4.5153], [3.4393, -3.2902, 5.7980], [2.2107, -3.8691, 6.2488], [1.3950, -4.0865, 4.9802], [2.4269, -4.2908, 3.8917], [1.6976, -3.2201, 6.9594], [2.4104, -4.7809, 6.8226], [0.7740, -3.2000, 4.7955], [0.6591, -4.8742, 5.1636], [2.2739, -3.8391, 2.9165], [2.6702, -5.3555, 3.8169], [-1.8180, 2.8561, 2.6331], [-0.9187, 2.3348, 3.1870], [-0.7428, 0.9955, 3.1684], [0.3094, 0.6527, 4.0600], [1.2310, 1.8584, 4.1040], [0.2072, 3.0029, 3.9493], [0.8351, -0.2684, 3.8139], [-0.0751, 0.4845, 5.0737], [1.8723, 1.8755, 3.2194], [1.8131, 1.8619, 5.0192], [0.6545, 3.8504, 3.4470], [-0.1828, 3.2728, 4.9339], [-3.3011, -2.7709, -0.9621], [-3.6213, -1.6260, -0.8156], [-4.1114, -1.1828, 0.3478], [-4.5464, 0.1971, 0.2557], [-4.0265, 0.7389, -1.0910], [-3.5725, -0.5314, -1.8539], [-4.1179, 0.7639, 1.0767], [-5.6350, 0.1843, 0.2634], [-3.1579, 1.3724, -0.9401], [-4.8067, 1.2372, -1.6567], [-2.5392, -0.3895, -2.1668], [-4.2092, -0.7654, -2.7009], [4.9162, 0.9208, 5.0551], [4.7098, 0.3642, 4.0416], [3.4634, 0.0673, 3.6256], [3.4823, -0.6956, 2.3957], [4.8848, -0.4480, 1.8286], [5.7500, -0.2315, 3.0842], [2.8033, -0.2453, 1.6802], [3.2713, -1.7444, 2.5706], [4.9461, 0.3932, 1.1438], [5.2573, -1.3594, 1.3524], [6.4904, 0.5515, 2.9541], [6.1064, -1.1461, 3.5505], [-1.4930, -2.9427, 8.1613], [-2.0023, -3.3025, 7.1550], [-2.1819, -2.4857, 6.0871], [-2.6702, -3.2113, 4.9567], [-2.4864, -4.6973, 5.2847], [-2.5299, -4.6886, 6.8127], [-2.0576, -2.9690, 4.0950], [-3.7152, -2.9648, 4.7751], [-1.5506, -5.0970, 4.9017], [-3.2725, -5.3299, 4.8735], [-1.9374, -5.4872, 7.2446], [-3.5339, -4.6638, 7.2463]],
  "forces_ev_per_a": [[0.0, 0.0, 0.5], [-0.3, 0.5, 0.0], [0.6, -0.2, 0.2], [-1.4, 0.3, -0.1], [0.6, -0.1, 0.3], [0.6, -0.7, -0.1], [0.0, -0.4, -0.1], [0.7, -0.1, -0.4], [-0.2, 0.2, -0.1], [0.0, 0.1, 0.0], [0.0, -0.1, 0.0], [-0.1, 0.1, -0.1], [-0.2, 0.2, 0.1], [0.1, 0.1, 0.0], [1.2, 0.2, 0.0], [-1.4, -0.4, 0.2], [0.0, 0.2, 0.1], [-0.3, -0.2, -0.4], [0.4, 0.6, 0.5], [0.0, 0.0, 0.0], [0.1, 0.0, 0.0], [0.1, -0.1, 0.0], [-0.3, 0.1, -0.3], [-0.1, -0.1, 0.0], [0.3, -0.1, -0.2], [-0.1, -0.1, 0.1], [-0.2, -0.1, 0.0], [0.2, -0.1, -0.1], [-0.9, -0.2, 0.2], [0.5, 1.3, -0.8], [0.2, -0.3, 0.6], [-0.6, -0.7, -0.4], [0.4, 0.2, 0.8], [0.6, -0.5, -0.1], [0.1, 0.0, 0.1], [0.3, 0.1, -0.2], [-0.3, 0.2, -0.1], [0.0, -0.2, 0.1], [-0.1, 0.1, -0.4], [-0.1, -0.1, -0.1], [-0.3, 0.1, 0.2], [0.0, 0.0, 0.0], [-0.2, -0.1, -0.6], [-0.4, 0.2, 1.4], [0.0, -0.3, -0.5], [0.0, 0.2, 0.0], [-0.5, -0.2, 0.4], [0.3, -0.4, -0.4], [0.1, -0.1, 0.0], [-0.2, 0.0, 0.0], [0.1, 0.3, 0.1], [0.4, 0.1, -0.1], [0.1, -0.1, -0.3], [0.2, 0.1, 0.3], [-0.2, 0.0, -0.2], [0.2, 0.3, -0.1], [0.4, -1.1, 0.2], [-0.4, 0.8, 0.1], [0.3, 0.5, 0.0], [-0.1, -0.5, 0.4], [0.1, 0.8, 0.5], [-0.5, 0.1, -0.4], [0.0, 0.2, -0.1], [0.1, -0.3, -0.2], [-0.2, -0.3, 0.0], [0.0, 0.0, -0.1], [0.0, 0.0, -0.1], [0.3, -0.2, -0.3], [-0.2, 1.0, -0.1], [0.6, -0.7, 0.1], [-0.3, -0.5, 0.6], [-0.3, -0.5, -1.1], [0.6, 0.3, 0.3], [-0.5, 0.1, 0.2], [0.1, 0.1, -0.1], [0.1, 0.5, 0.3], [-0.4, -0.2, 0.1], [0.1, 0.0, -0.1], [0.1, 0.0, 0.0], [0.1, -0.1, -0.1], [0.3, -0.5, -0.3], [-0.4, 0.6, -0.2], [0.5, -0.2, 1.0], [-0.4, 1.4, -1.0], [0.1, 0.2, 0.4], [-0.4, -0.3, 0.1], [0.0, -0.1, -0.2], [0.3, -0.8, 0.2], [-0.2, 0.0, 0.2], [-0.2, -0.2, -0.3], [0.5, 0.1, 0.0], [0.1, -0.1, 0.2], [-1.0, -1.9, -0.3], [0.5, 1.3, 0.1], [0.4, 0.5, 0.0], [0.4, 0.9, -0.1], [-1.3, 0.2, 0.1], [0.5, -0.4, 0.0], [0.1, -0.6, -0.2], [-0.3, -0.2, 0.1], [0.4, 0.0, 0.0], [0.3, 0.0, 0.2], [0.0, 0.2, -0.1], [0.1, 0.1, 0.0], [1.0, 0.3, -1.1], [-0.8, 0.0, 0.8], [-0.3, -0.2, 0.3], [-0.3, 0.1, 0.3], [-1.2, 0.4, 0.3], [0.9, -0.3, 0.9], [0.2, 0.3, -0.2], [0.2, -0.1, -0.4], [0.3, 0.1, -0.1], [0.3, -0.3, -0.4], [-0.4, -0.2, -0.1], [0.0, 0.1, -0.4], [-1.6, 0.7, -0.9], [1.5, -0.1, 0.3], [-0.2, -0.4, 0.0], [0.9, -0.2, 1.2], [-0.5, 0.4, -0.6], [0.6, -1.0, 0.8], [-0.3, 0.0, -0.7], [-0.4, 0.0, -0.2], [0.1, -0.2, 0.3], [0.2, 0.2, -0.1], [-0.5, 0.3, -0.1], [0.0, 0.3, -0.1], [0.1, -0.5, 0.1], [-0.1, 0.1, -0.3], [-0.1, 0.4, 0.2], [0.2, 0.1, -0.7], [0.0, -0.9, -0.3], [0.1, 0.9, 0.9], [-0.2, -0.2, 0.3], [0.0, 0.1, 0.3], [-0.2, 0.3, 0.0], [0.1, 0.4, 0.1], [-0.1, -0.3, -0.4], [0.1, -0.2, -0.1], [0.2, 1.3, 1.7], [0.5, -1.7, -1.1], [-0.6, -0.4, -0.4], [0.9, 1.2, -0.6], [1.1, -1.6, 0.6], [-1.5, 1.3, -0.2], [-0.5, -0.2, 0.4], [-0.1, 0.0, 0.2], [-0.2, 0.1, 0.0], [-0.2, 0.3, -0.3], [0.5, -0.4, 0.0], [0.3, 0.0, -0.1], [0.3, 0.5, 0.8], [0.1, -0.8, -0.7], [0.1, 0.2, 0.0], [0.3, -0.7, -0.3], [-0.9, -0.2, 0.4], [0.3, 0.5, -0.2], [-0.2, 0.4, 0.0], [0.0, 0.2, 0.0], [0.1, 0.2, 0.1], [0.0, 0.2, -0.2], [-0.1, 0.1, 0.4], [-0.1, -0.5, -0.2]],
  "mulliken_charge": [-0.293, 0.667, -0.357, 1.322, -1.253, -1.355, -0.110, -0.402, 0.402, 0.115, 0.331, 0.290, 0.335, 0.368, -0.390, -0.376, 0.081, 3.001, 1.202, -0.528, -0.568, -1.145, -1.016, 0.275, -0.991, -0.090, 0.204, 0.460, -0.624, 0.639, -0.123, -0.757, -0.180, -0.441, 0.252, 0.575, 0.290, 0.426, -0.451, -0.213, 0.386, 0.159, -0.665, 0.355, -0.235, -0.335, -1.000, 0.685, 0.337, 0.275, 0.263, 0.220, 0.399, 0.330, -0.106, -0.519, -0.568, 0.340, -0.400, -0.463, 1.251, 0.607, 0.218, 0.212, -0.041, -0.789, -0.232, -0.246, -0.643, 0.422, 0.027, 1.248, -0.441, -0.859, 0.373, -1.373, 0.426, 0.201, 0.301, 0.322, -0.620, 0.451, -0.213, 0.560, -0.686, -0.403, -0.342, 0.214, 0.346, 0.279, 0.165, 0.389, 0.050, -0.262, -0.504, -0.667, -0.323, 0.166, 0.420, 0.350, 0.045, 0.408, -0.162, 0.068, -0.616, 0.633, -0.379, -0.714, 0.407, 0.023, 0.353, 0.283, -0.211, 0.233, -0.285, 0.318, -0.673, 0.599, -0.135, -0.278, 0.684, -0.800, -0.128, 0.422, -0.840, 0.747, 0.127, 0.410, -0.460, 0.549, -0.341, -0.812, 0.627, -0.114, 0.383, 0.302, -0.812, 0.575, -0.454, 0.553, -0.628, 0.361, -0.337, 1.966, -0.211, -0.639, -0.576, -0.802, 0.010, 0.155, 0.361, 0.334, -0.586, 0.403, -0.357, 0.756, -0.280, -0.532, -0.667, 0.283, 0.098, 0.358, 0.330, 0.282],
  "e_tot_ha": -3989.4188,
  "de_lowest_ev": 0.000,
  "charge": 0,
  "spin_multiplicity": 1
}